(1)
{"formula": "C9H13ClNO", "method": "ωB97M-V/def2-TZVPD", "gap_ha": [0.308, 0.235], "homo_ev": [-12.216, -10.514], "relative_energy_ev": 1.196, "spin_multiplicity": 1, "charge": 1, "species": ["C", "C", "C", "C", "C", "C", "C", "C", "C", "N", "O", "Cl", "H", "H", "H", "H", "H", "H", "H", "H", "H", "H", "H", "H", "H"], "positions_angstrom": [[1.7384, 1.0353, 2.6996], [2.2148, 0.3674, 1.6028], [0.4047, 1.6063, 2.5312], [1.6036, 0.4901, 0.3195], [-0.2500, 1.5593, 1.3418], [0.3734, 1.1465, 0.1964], [-0.3224, -2.0504, -0.2385], [-1.3760, -1.2254, -0.9594], [-0.0609, 1.1769, -1.1500], [-1.4901, -1.5596, -2.3400], [-1.1568, 1.8842, -1.4210], [0.7599, 0.7568, -2.5696], [2.2549, 0.9555, 3.5681], [3.1693, -0.1491, 1.7391], [-0.1876, 1.8967, 3.4144], [2.1625, 0.3551, -0.6105], [-1.3041, 1.9484, 1.1991], [-0.7321, -2.7193, 0.4312], [0.2044, -2.5631, -1.0043], [0.4102, -1.3266, 0.2571], [-2.2254, -0.8337, -0.4823], [-0.7355, -2.0472, -2.6488], [-1.5186, -0.6107, -2.8512], [-2.3167, -2.2303, -2.4078], [-1.6199, 2.1370, -0.6168]], "forces_ev_per_angstrom": [[-3.943, 0.120, -3.373], [0.955, 0.258, -1.091], [0.804, -0.871, 1.962], [1.168, 0.695, 1.290], [-2.620, 1.585, -0.211], [3.490, -2.100, -1.684], [0.005, 3.452, -1.124], [3.185, -0.323, 1.995], [-2.735, -0.095, 0.921], [-4.430, 2.401, 0.026], [-0.609, 0.433, -1.219], [0.374, 0.012, -0.178], [1.096, 0.175, 2.683], [-0.278, 0.094, -0.458], [0.632, 0.195, -0.460], [-0.009, -0.697, 0.678], [1.195, -0.358, 0.902], [-0.660, -1.427, 1.692], [0.866, -0.789, -0.420], [-0.767, -1.127, -0.241], [-1.064, 0.378, 0.237], [3.086, -1.666, -1.191], [-0.580, -1.931, 0.007], [0.797, 1.446, -0.916], [0.043, 0.141, 0.172]], "nbo_charge": [-0.1691, -0.1885, -0.1647, -0.1925, -0.2111, -0.2006, -0.6649, -0.0936, 0.3168, -0.7052, -0.6597, 0.0757, 0.2274, 0.2304, 0.2376, 0.2343, 0.1928, 0.2379, 0.1931, 0.2592, 0.2035, 0.4247, 0.4648, 0.4512, 0.5006]}



(2)
{"formula": "C9H13FOSi", "method": "ωB97M-V/def2-TZVPD", "gap_ha": 0.347, "homo_ev": -8.636, "smiles": "COc1ccc([Si](C)(C)F)cc1", "spin_multiplicity": 1, "species": ["F", "O", "C", "C", "C", "C", "C", "C", "C", "C", "C", "Si", "H", "H", "H", "H", "H", "H", "H", "H", "H", "H", "H", "H", "H"], "positions_angstrom": [[0.0132, -2.4930, 2.1558], [-0.5006, 0.2546, -3.6629], [-0.5135, -1.1712, -1.7628], [-0.3243, 1.1748, -1.4008], [-0.3136, -1.3937, -0.4108], [-0.1295, 0.9626, -0.0670], [-0.4135, 0.1141, -2.2925], [-0.1010, -0.3267, 0.4267], [0.0110, 1.4389, -4.1914], [-1.2483, -0.2468, 3.2800], [1.9075, -0.5036, 2.8351], [0.1732, -0.8782, 2.1850], [-0.6602, -2.0162, -2.4194], [-0.3786, 2.1730, -1.7775], [-0.2914, -2.3845, 0.0359], [0.0037, 1.7815, 0.5930], [1.0827, 1.4870, -3.8762], [-0.0676, 1.3634, -5.2634], [-0.4792, 2.3237, -3.8308], [-1.9193, -1.0537, 3.5620], [-1.7669, 0.5464, 2.7613], [-0.7677, 0.1590, 4.1745], [2.2523, 0.4967, 2.5461], [2.6395, -1.2352, 2.5007], [1.7922, -0.5729, 3.8992]], "forces_ev_per_angstrom": [[0.177, 0.038, 0.150], [-0.655, -0.765, 1.092], [0.393, -0.449, -0.527], [0.252, 0.473, -1.075], [-0.196, -0.115, -0.777], [-0.093, -0.724, 0.213], [-0.640, -0.573, -0.100], [0.373, -0.409, 1.469], [1.646, -0.108, 0.374], [1.445, -0.190, -0.051], [-0.826, 0.071, -0.638], [-0.294, 0.468, 0.107], [-0.014, 0.030, -0.229], [0.112, 0.507, -0.100], [-0.185, 0.009, -0.580], [0.040, 0.794, 0.458], [-0.542, 0.319, -0.483], [-0.009, 0.056, -0.288], [-0.458, 0.462, 0.047], [-0.092, 0.015, -0.043], [-0.297, 0.173, -0.038], [-0.355, 0.065, 0.155], [-0.125, -0.170, 0.161], [-0.027, -0.070, -0.064], [0.369, 0.091, 0.765]], "nbo_charge": [-0.6508, -0.4949, -0.2518, -0.3029, -0.1759, -0.1257, 0.3006, -0.5612, -0.2442, -1.1308, -1.1330, 1.9152, 0.2222, 0.2109, 0.2316, 0.1980, 0.1732, 0.1996, 0.1682, 0.2527, 0.2407, 0.2312, 0.2427, 0.2512, 0.2333]}



(3)
{"formula": "C9H13HgN3S2", "method": "ωB97M-V/def2-TZVPD", "gap_ha": [0.262, 0.196], "homo_ev": [-4.146, -4.245], "s_squared": 0.76, "relative_energy_ev": 0.453, "spin_multiplicity": 2, "charge": -1, "species": ["Hg", "N", "C", "C", "N", "H", "H", "H", "H", "H", "H", "H", "H", "S", "C", "C", "C", "C", "C", "C", "H", "H", "H", "H", "H", "S", "C", "N"], "positions_angstrom": [[-1.7102, 0.7753, -0.3339], [-1.6870, 3.8649, 0.2946], [-0.6777, 4.0690, 1.3349], [0.7042, 3.6447, 0.8466], [0.6907, 2.2498, 0.4377], [-1.5286, 4.4820, -0.4931], [-2.6152, 4.0419, 0.6557], [-0.9533, 3.4444, 2.1846], [-0.6178, 5.1094, 1.6809], [1.4287, 3.8624, 1.6418], [0.9748, 4.2515, -0.0238], [0.6908, 1.6219, 1.2348], [1.4718, 1.9954, -0.1513], [0.9296, -0.5893, -0.9532], [0.9466, -2.3022, -1.3097], [-0.1065, -2.9301, -1.9874], [-0.0458, -4.2800, -2.2988], [1.0630, -5.0391, -1.9463], [2.1060, -4.4317, -1.2589], [2.0494, -3.0830, -0.9394], [-0.9742, -2.3438, -2.2610], [-0.8716, -4.7488, -2.8219], [1.1144, -6.0916, -2.1968], [2.9707, -5.0147, -0.9623], [2.8610, -2.6099, -0.4011], [-1.9247, 1.1101, 2.7171], [-2.8309, -0.1132, 3.3985], [-3.4581, -0.9456, 3.9117]], "forces_ev_per_angstrom": [[0.732, -0.293, 0.352], [0.036, 0.045, 0.060], [0.053, -0.069, -0.177], [-0.245, -0.081, -0.112], [0.047, -0.075, 0.115], [-0.024, 0.013, 0.002], [-0.015, -0.054, -0.003], [-0.028, 0.082, 0.058], [-0.002, 0.007, 0.061], [0.035, 0.056, -0.023], [0.041, 0.005, 0.020], [-0.002, -0.012, -0.013], [0.013, -0.002, 0.022], [-0.473, 0.442, 0.099], [-0.182, -0.005, -0.024], [0.066, -0.109, 0.017], [0.012, 0.016, 0.021], [0.042, -0.032, 0.026], [-0.007, 0.072, -0.019], [-0.075, -0.033, -0.056], [0.013, 0.017, -0.012], [-0.011, 0.033, -0.001], [-0.029, 0.004, 0.010], [0.004, 0.008, -0.009], [0.000, -0.024, 0.016], [0.090, 0.133, -0.460], [-0.125, -0.203, 0.118], [0.032, 0.062, -0.086]], "nbo_charge": [0.5318, -0.8422, -0.2324, -0.2183, -0.8720, 0.3465, 0.3668, 0.2177, 0.1556, 0.1667, 0.1715, 0.3833, 0.3787, -0.3707, -0.1480, -0.2431, -0.2084, -0.2624, -0.2104, -0.2481, 0.2136, 0.1990, 0.1974, 0.1976, 0.2100, -0.4651, 0.0709, -0.4859]}



(4)
{"formula": "C9H13IO2", "method": "ωB97M-V/def2-TZVPD", "gap_ha": 0.360, "homo_ev": -9.396, "relative_energy_ev": 0.000, "smiles": "CC1=C(C)C(=O)O[C@H](C)[C@H](I)C1", "spin_multiplicity": 1, "species": ["C", "C", "C", "C", "C", "C", "C", "C", "C", "O", "O", "I", "H", "H", "H", "H", "H", "H", "H", "H", "H", "H", "H", "H", "H"], "positions_angstrom": [[0.4374, 1.2965, 1.0044], [-1.1692, 0.8953, -0.8965], [1.3273, 0.1435, 0.8803], [-1.9393, -0.4643, -0.6940], [0.6401, -0.9424, 0.4683], [-2.1435, 1.9397, -1.4483], [2.8256, 0.3436, 0.9812], [-0.8977, -1.1746, 0.4139], [1.4553, -2.1769, 0.1696], [0.7809, 2.2334, 1.6927], [-0.7396, 1.4977, 0.3473], [-3.8315, -0.5346, 0.1187], [-0.3685, 0.8217, -1.6301], [-2.9765, 2.2817, -0.7475], [-2.4661, 1.6996, -2.4930], [-1.5053, 2.7954, -1.7308], [3.2228, 0.4457, 2.0460], [3.1653, 1.2866, 0.6224], [3.4162, -0.5228, 0.5882], [-1.3245, -0.9717, 1.4721], [-0.9852, -2.2663, 0.2169], [-1.8687, -1.0712, -1.6544], [2.4169, -2.2139, 0.7916], [1.6681, -2.2693, -0.8970], [0.8597, -3.0724, 0.3779]], "forces_ev_per_angstrom": [[0.922, 2.696, 0.891], [-2.953, 0.690, 0.254], [-1.808, -0.491, -1.643], [5.260, -0.820, 0.544], [0.934, -0.825, -0.225], [0.429, 1.372, -1.116], [0.688, -1.343, 2.054], [-1.205, -0.550, 0.500], [0.512, -0.747, 0.915], [-0.091, -0.199, 0.195], [-0.143, -1.162, -0.496], [-0.720, 0.173, 0.058], [0.303, -0.549, 0.320], [1.203, -0.747, -1.065], [-0.456, -0.498, 1.072], [-0.341, 0.223, 0.729], [-1.041, -0.385, -0.864], [-0.033, 0.622, -1.014], [-0.645, 1.054, -0.081], [0.662, -0.268, -1.790], [-0.228, 0.709, 0.434], [-0.387, 0.874, 1.243], [-1.447, -0.104, -1.119], [0.308, 0.246, -0.055], [0.275, 0.030, 0.258]], "nbo_charge": [0.7673, 0.0658, -0.1357, -0.3948, 0.0717, -0.6398, -0.6462, -0.4655, -0.6556, -0.5689, -0.5271, 0.1766, 0.2051, 0.2404, 0.2168, 0.2206, 0.2390, 0.2428, 0.2208, 0.2456, 0.2180, 0.2370, 0.2250, 0.2266, 0.2145]}



Please write out number 2 again, unchanged.
{"formula": "C9H13FOSi", "method": "ωB97M-V/def2-TZVPD", "gap_ha": 0.347, "homo_ev": -8.636, "smiles": "COc1ccc([Si](C)(C)F)cc1", "spin_multiplicity": 1, "species": ["F", "O", "C", "C", "C", "C", "C", "C", "C", "C", "C", "Si", "H", "H", "H", "H", "H", "H", "H", "H", "H", "H", "H", "H", "H"], "positions_angstrom": [[0.0132, -2.4930, 2.1558], [-0.5006, 0.2546, -3.6629], [-0.5135, -1.1712, -1.7628], [-0.3243, 1.1748, -1.4008], [-0.3136, -1.3937, -0.4108], [-0.1295, 0.9626, -0.0670], [-0.4135, 0.1141, -2.2925], [-0.1010, -0.3267, 0.4267], [0.0110, 1.4389, -4.1914], [-1.2483, -0.2468, 3.2800], [1.9075, -0.5036, 2.8351], [0.1732, -0.8782, 2.1850], [-0.6602, -2.0162, -2.4194], [-0.3786, 2.1730, -1.7775], [-0.2914, -2.3845, 0.0359], [0.0037, 1.7815, 0.5930], [1.0827, 1.4870, -3.8762], [-0.0676, 1.3634, -5.2634], [-0.4792, 2.3237, -3.8308], [-1.9193, -1.0537, 3.5620], [-1.7669, 0.5464, 2.7613], [-0.7677, 0.1590, 4.1745], [2.2523, 0.4967, 2.5461], [2.6395, -1.2352, 2.5007], [1.7922, -0.5729, 3.8992]], "forces_ev_per_angstrom": [[0.177, 0.038, 0.150], [-0.655, -0.765, 1.092], [0.393, -0.449, -0.527], [0.252, 0.473, -1.075], [-0.196, -0.115, -0.777], [-0.093, -0.724, 0.213], [-0.640, -0.573, -0.100], [0.373, -0.409, 1.469], [1.646, -0.108, 0.374], [1.445, -0.190, -0.051], [-0.826, 0.071, -0.638], [-0.294, 0.468, 0.107], [-0.014, 0.030, -0.229], [0.112, 0.507, -0.100], [-0.185, 0.009, -0.580], [0.040, 0.794, 0.458], [-0.542, 0.319, -0.483], [-0.009, 0.056, -0.288], [-0.458, 0.462, 0.047], [-0.092, 0.015, -0.043], [-0.297, 0.173, -0.038], [-0.355, 0.065, 0.155], [-0.125, -0.170, 0.161], [-0.027, -0.070, -0.064], [0.369, 0.091, 0.765]], "nbo_charge": [-0.6508, -0.4949, -0.2518, -0.3029, -0.1759, -0.1257, 0.3006, -0.5612, -0.2442, -1.1308, -1.1330, 1.9152, 0.2222, 0.2109, 0.2316, 0.1980, 0.1732, 0.1996, 0.1682, 0.2527, 0.2407, 0.2312, 0.2427, 0.2512, 0.2333]}